19
Properties=species:S:1:pos:R:3:forces:R:3 method="wB97M-V/def2-TZVPD" total_charge=+1 e_homo_ev=-12.57 de_lowest_kcal_mol=244.0 homo_lumo_gap_ev=4.24 fmax_ev_per_a=4.0
C 1.781649 -0.922545 0.851541 1.960 3.057 1.571
H 3.361761 0.476330 0.078919 -0.063 -0.086 0.080
H -2.863628 -1.255666 -0.677665 -0.251 0.244 -0.359
H 1.584123 -1.687187 1.597743 -0.047 -0.044 -0.081
H -0.470502 -1.129621 0.639459 -0.196 -0.257 0.166
C -0.776319 2.162121 -1.370164 0.351 1.063 0.342
N -1.950409 0.469878 -0.035170 0.548 0.414 0.588
C -1.318738 1.439569 -0.497634 -0.713 -0.994 -0.926
H 3.436147 0.177075 1.809952 -0.227 0.137 0.489
H 0.644321 0.663102 1.763900 -1.067 -0.513 -0.137
H -1.527493 -0.604044 -1.784954 -0.439 0.033 -0.382
C 1.099236 0.253691 0.857987 -1.473 -0.760 0.567
C 3.240296 -0.281284 0.857755 0.730 -1.873 -1.901
H -0.190581 -2.004736 -0.701673 -0.267 0.314 -0.085
N -0.922410 -1.657384 -0.083160 -0.328 -0.330 -0.005
H 4.025291 -1.037989 0.711371 -0.268 0.101 -0.104
H 0.993993 0.940982 0.019026 1.005 0.323 -0.253
C -1.888737 -0.788861 -0.780213 0.664 -0.704 0.532
H -0.527229 3.160666 -1.688461 0.079 -0.122 -0.102

110
Properties=species:S:1:pos:R:3:forces:R:3 method="wB97M-V/def2-TZVPD" total_charge=-1 e_homo_ev=-4.67 homo_lumo_gap_ev=4.32 fmax_ev_per_a=0.8
O 10.120987 -0.968457 -0.643544 0.106 -0.024 0.083
H 1.359058 0.698980 0.019134 -0.066 -0.031 0.020
H -0.442981 -0.415102 1.336906 -0.111 0.060 -0.169
H -4.034799 -0.617894 9.904958 0.040 0.006 -0.034
C -2.646009 1.735703 1.136263 0.088 -0.415 -0.319
C -6.316761 3.705046 -1.404721 0.043 0.153 -0.094
H -6.631368 1.065886 8.080810 0.005 -0.008 0.022
H 3.074442 2.089073 -1.994997 0.018 0.043 -0.167
H 11.205855 -2.194719 0.446356 -0.037 0.048 -0.037
C 4.934866 0.329798 -1.681149 0.376 -0.283 0.327
H 4.850942 -2.898824 -5.180674 0.164 -0.133 0.028
C -1.559349 -1.737844 -3.198305 -0.267 0.161 0.167
H 0.363424 -1.318498 -3.980427 0.078 0.097 -0.171
C -9.047411 2.808953 -1.916104 -0.046 -0.129 0.092
C -2.326414 0.782015 -0.038795 -0.002 0.539 0.339
O -3.628517 1.900954 4.758206 -0.060 0.083 -0.052
H 0.919133 0.441523 2.015773 0.014 0.113 -0.173
H -1.894731 0.610512 6.304374 -0.010 0.020 -0.036
H -1.787994 0.508940 3.386709 -0.241 -0.092 -0.045
H -0.372138 1.468776 3.701970 -0.006 0.014 0.227
C -0.028736 -0.030859 2.264608 0.187 -0.524 0.222
H 8.255853 -1.053257 -2.533770 -0.065 -0.026 -0.010
H -0.541324 -1.319598 3.911791 -0.111 -0.066 0.189
H 4.413611 0.920577 0.318270 0.031 0.018 0.249
H -1.725390 2.951361 2.617355 -0.013 0.142 0.072
O 11.095707 -3.159971 0.326216 0.041 -0.007 0.044
C 0.315190 -0.421529 -2.050750 0.136 0.041 -0.334
O -4.890628 -0.234248 9.626985 0.001 -0.025 0.060
H -2.407890 2.054156 -1.726606 0.073 0.173 -0.044
C 2.924349 1.797953 -0.958509 0.066 -0.075 0.178
C 9.638569 -1.977698 -1.132165 -0.269 0.113 -0.285
H -3.963041 1.625363 -1.101452 -0.216 0.011 0.053
O -9.266123 4.564333 -3.462883 -0.021 0.038 -0.046
O -6.826863 5.349560 -3.023878 -0.103 0.052 -0.071
H -4.472294 2.297406 4.464405 -0.010 -0.012 0.022
O -6.096503 1.961366 0.148685 -0.071 -0.049 0.109
H 4.951569 1.130480 -2.419753 -0.002 0.118 -0.169
C -2.909866 0.729087 6.657158 0.120 -0.097 0.128
H -0.452265 -2.615494 1.677212 -0.240 -0.054 -0.020
H 1.336288 1.216021 -2.880526 -0.032 0.186 -0.163
H 2.028237 -3.719924 1.645801 0.105 -0.158 -0.030
C -0.946205 0.998516 2.899768 0.548 0.179 0.148
H -1.249022 0.783857 -0.177905 0.052 -0.186 -0.068
C 8.627271 -1.997884 -2.162313 0.120 0.162 0.079
H -2.668187 0.543056 -3.361156 0.086 0.062 -0.130
H -3.375207 1.243246 1.779543 -0.221 0.066 0.148
H 0.256006 -3.383386 3.080707 -0.037 -0.104 0.114
H 2.468721 -2.085720 2.113425 0.195 0.097 0.024
C -1.439296 2.110159 1.985089 -0.387 0.169 0.123
H 5.921795 0.345104 -1.206258 0.152 0.109 0.056
C 0.363854 -2.546070 2.393201 0.374 -0.118 0.048
H -0.636234 2.468163 1.342087 0.172 -0.006 -0.068
C -4.672616 0.318724 8.443180 -0.159 0.031 0.027
C 4.437855 -1.953895 -5.538894 -0.279 0.103 0.433
C -3.852063 1.365515 5.945535 0.170 -0.047 -0.040
H -10.050760 2.435156 -2.061980 -0.003 0.012 -0.022
C 1.446046 1.471796 -0.744302 -0.062 0.289 -0.197
O -8.533051 1.144305 -0.322436 0.086 -0.028 0.075
H 1.608771 -2.395145 0.601850 0.071 0.236 -0.150
H -3.483930 -1.950365 -2.367554 -0.186 -0.143 0.160
H 5.691162 -1.402931 -2.681417 0.108 -0.285 -0.052
H -1.204118 -2.703990 -2.842613 0.056 -0.219 -0.062
H 1.196297 -1.093552 3.697638 0.049 0.053 0.337
C -5.613724 0.955960 7.734344 -0.102 0.079 -0.098
H -4.205341 0.113717 -2.714313 -0.197 -0.010 -0.024
C -5.265494 1.526621 6.445879 -0.185 -0.095 0.279
C -8.567665 3.871234 -2.575982 -0.141 -0.087 -0.014
H -0.284923 -0.690805 -1.180776 -0.070 -0.010 0.062
C 8.170932 -3.178784 -2.615608 -0.066 0.172 0.043
H 2.186650 -2.013999 -3.631204 0.182 -0.124 -0.045
H -5.314163 4.080439 -1.255558 0.015 -0.037 0.010
C -3.148404 0.162772 -2.464113 0.021 0.068 0.097
O 8.208157 -5.515611 -2.537593 -0.078 0.037 -0.088
H 7.070417 -4.233233 -3.679056 -0.014 0.016 0.006
H 0.963733 2.364417 -0.346566 -0.136 0.079 0.161
C -0.374660 -0.808918 -3.365595 0.134 -0.072 0.334
C -3.254375 0.173793 7.950657 0.193 0.113 -0.328
Al 3.492561 -1.073758 -3.975317 0.085 -0.365 -0.039
C 0.255270 -1.244487 3.173738 -0.199 0.299 -0.433
C -2.985184 1.216581 -1.339281 -0.033 -0.123 -0.090
O 7.249708 -3.282776 -3.547986 0.030 -0.105 -0.098
C 8.680902 -4.493551 -2.077200 0.243 -0.100 0.223
H 5.246551 -1.367621 -5.971388 0.138 0.056 -0.143
H 3.716850 -2.211912 -6.313459 -0.056 0.059 -0.251
H 1.246986 -0.982265 -1.985159 0.066 -0.240 0.100
C 10.160481 -3.291418 -0.606216 0.041 -0.156 0.072
C -8.194267 2.121301 -0.964174 -0.277 0.090 -0.195
C 9.709725 -4.470243 -1.050315 -0.064 -0.135 -0.067
H -0.666306 0.089791 -3.905714 -0.091 0.181 -0.068
C 1.696528 -2.686312 1.643298 -0.324 -0.136 -0.014
H -2.032049 -1.898665 -4.166772 0.046 -0.112 -0.232
H -0.195592 1.668924 -2.134369 -0.173 0.072 -0.115
O -2.475285 -0.409865 8.682276 -0.060 -0.050 0.113
H -8.666714 5.266629 -3.785929 0.047 0.000 0.020
C 4.721895 -1.038076 -2.345719 -0.376 0.606 -0.459
H -2.630360 -0.218551 0.247745 0.026 -0.222 -0.023
C -2.648482 -1.267431 -2.226059 0.042 -0.281 -0.260
H 2.932743 0.423724 -4.318677 0.061 0.101 -0.021
C -6.797163 2.642794 -0.742104 0.167 0.060 -0.029
H 10.078060 -5.415316 -0.677304 0.004 0.008 0.017
H -6.673824 1.236989 0.461520 -0.024 0.009 -0.027
H 3.334866 -0.245341 -0.393862 -0.151 -0.112 0.066
C 3.896156 0.664337 -0.602765 -0.049 -0.039 -0.324
H -2.298442 -1.442132 -1.213587 -0.018 0.167 0.133
H 4.319348 -1.732163 -1.608575 0.163 -0.258 0.190
O -6.043982 2.132392 5.733008 0.055 0.023 -0.100
C -7.164407 4.382261 -2.366002 0.301 -0.099 0.231
C 0.694829 1.051372 -2.017192 0.119 -0.231 0.267
H 3.178828 2.667051 -0.354516 0.067 0.205 0.045
H -3.137145 2.625567 0.747410 0.040 0.246 -0.031

14
Properties=species:S:1:pos:R:3:forces:R:3 method="wB97M-V/def2-TZVPD" total_charge=-1 e_homo_ev="-0.54 / -3.03" de_lowest_kcal_mol=19.0 homo_lumo_gap_ev="2.80 / 5.29" fmax_ev_per_a=3.1 multiplicity=2
H -4.469788 -2.069680 -0.226556 0.445 -0.572 -0.316
H 2.669537 -0.262471 -0.788027 -1.032 0.190 0.068
H 0.937680 1.720866 1.255780 -0.125 0.206 -0.238
S 2.137786 1.845608 1.824897 -1.260 -0.446 2.222
H 2.141976 1.247641 -1.851703 -0.693 -0.889 -0.028
S 3.446006 1.946485 -0.039270 1.488 -0.381 -2.676
H 3.624099 0.319533 -2.052188 0.266 0.616 0.207
H -0.948274 -0.026839 0.786196 0.258 -0.406 -0.334
H -2.453530 -0.101430 -0.210980 0.128 0.054 -0.005
H -2.479571 0.049303 1.575855 -0.152 0.189 -0.319
C -1.968868 -0.393621 0.715883 -0.385 0.279 0.743
C 2.882813 0.666002 -1.314013 1.291 0.696 0.431
S -3.356176 -2.761695 -0.640700 -0.309 0.810 0.665
S -2.163691 -2.179701 0.964825 0.080 -0.346 -0.421